Molecular formula: C3H8N4O2
Method: DFT, ωB97M-V/def2-TZVPD

Geometry as ORCA input:
```
! wB97M-V def2-TZVPD RIJCOSX def2/J DEFGRID3
* xyz 0 1
O 1.27 -1.97 1.04
O 0.01 1.91 0.49
N -0.77 0.11 -0.67
N -0.40 -1.19 -0.80
N -0.87 0.85 -1.84
N 2.04 -0.41 -0.46
C -0.97 0.12 1.78
C 1.13 -1.11 0.23
C -0.42 0.76 0.52
H 1.78 0.46 -0.90
H 3.02 -0.66 -0.37
H -1.61 0.86 2.27
H -1.47 1.66 -1.69
H -1.57 -0.77 1.60
H -0.17 -0.17 2.45
H -1.01 -1.67 -1.47
H 0.01 1.22 -2.18
*
```

Calculated total energy   -488.481522 Eh
Kohn-Sham gap (spin up / spin down)   0.2686 / 0.2686 Eh
ΔE to the lowest compared entry with this formula, charge and spin   4.360 eV
HOMO level (spin up / spin down)   -7.75 / -7.75 eV

=====

Molecular formula: C5H12NO4PS
Method: DFT, ωB97M-V/def2-TZVPD

Geometry as ORCA input:
```
! wB97M-V def2-TZVPD RIJCOSX def2/J DEFGRID3
* xyz 0 1
S -5.19 -0.12 0.03
P 0.59 0.02 -1.12
O 1.10 -1.48 -1.09
O 0.78 0.61 -2.36
O 0.96 0.70 0.20
O -1.17 0.04 -0.57
N -3.66 -0.36 -1.00
C 1.72 1.94 0.16
C 1.47 -3.48 0.19
C -2.37 -0.29 -1.27
C 0.64 -2.26 0.00
C 0.80 3.15 0.00
H 1.32 4.12 0.00
H -0.44 -2.69 -0.27
H 2.51 1.84 -0.60
H 1.38 -4.15 -0.76
H 2.17 1.87 1.24
H 0.45 -1.72 0.95
H -4.03 -0.53 -1.95
H -0.17 3.08 0.51
H 0.43 3.30 -1.09
H -2.05 -0.45 -2.35
H 1.07 -4.18 1.01
H 2.58 -3.42 0.59
*
```

Calculated total energy   -1292.916321 Eh
Kohn-Sham gap   0.2985 Eh
ΔE to the lowest compared entry with this formula, charge and spin   1.884 eV
SMILES string   CCOP(=O)(O/C=[NH+]\[S-])OCC
HOMO level   -7.73 eV

=====

Molecular formula: C6H12O
Method: DFT, ωB97M-V/def2-TZVPD

Geometry as ORCA input:
```
! wB97M-V def2-TZVPD RIJCOSX def2/J DEFGRID3
* xyz 0 1
O 0.61 -0.95 -1.01
C -2.00 0.76 -0.12
C 2.20 0.72 -0.49
C 0.22 0.14 1.06
C 1.31 -0.38 0.08
C -1.18 -0.34 0.49
C -0.67 -1.39 -0.59
H 2.77 1.21 0.31
H -1.75 -0.87 1.28
H -1.32 -1.35 -1.46
H 2.91 0.35 -1.23
H -2.17 1.55 0.62
H -1.53 1.21 -1.01
H 0.21 1.24 1.03
H 1.96 -1.14 0.56
H -0.62 -2.45 -0.27
H 1.57 1.48 -0.96
H -2.99 0.38 -0.38
H 0.48 -0.17 2.08
*
```

Calculated total energy   -311.039267 Eh
Kohn-Sham gap   0.3922 Eh
ΔE to the lowest compared entry with this formula, charge and spin   0.544 eV
SMILES string   C[C@H]1CO[C@@H](C)C1
HOMO level   -9.55 eV

=====

Among the records above, which one has the lowest calculated total energy?
C5H12NO4PS